Entry 1:
C3H7NO2 | wB97M-V/def2-TZVPD

Energy above the lowest of the compared OMol25 structures with the same formula, charge and spin: 0.882 eV
E_HOMO: -0.36372 hartree
Multiplicity: 1
LUMO energy: 0.6797 eV
Frontier orbital gap: 10.6 eV
Structure (SMILES): C[C@H](N)C(=O)O

```
13
Properties=species:S:1:pos:R:3:forces:R:3:lowdin_charge:R:1
C -1.320 -1.302 0.006 0.956 0.014 -0.427 -0.048
C -0.726 0.076 0.315 -0.398 0.545 0.928 -0.367
N -1.367 1.052 -0.588 0.920 0.814 0.287 0.040
C 0.797 0.039 0.280 -0.104 -0.577 -1.962 -0.485
O 1.490 -0.622 0.988 0.088 -0.080 0.512 0.129
O 1.284 0.698 -0.823 0.175 -0.311 -0.392 0.066
H -0.989 -2.067 0.711 -0.126 0.071 -0.074 0.082
H -0.958 -1.541 -1.001 -0.114 -0.291 0.115 0.088
H -2.401 -1.250 -0.072 -0.076 0.105 0.285 0.076
H -0.901 0.347 1.360 -0.364 -0.153 0.102 0.141
H -0.662 1.741 -0.864 -0.135 -0.415 -0.295 0.068
H -1.978 1.627 -0.021 -0.427 -0.173 0.019 0.070
H 2.058 0.238 -1.218 -0.393 0.452 0.901 0.139
```
Forces are in eV/Å.


Entry 2:
C3H7NO2 | wB97M-V/def2-TZVPD

Energy above the lowest of the compared OMol25 structures with the same formula, charge and spin: 4.984 eV
E_HOMO: -0.34801 hartree
Multiplicity: 1
LUMO energy: 1.1283 eV
Frontier orbital gap: 10.6 eV

```
13
Properties=species:S:1:pos:R:3:forces:R:3:lowdin_charge:R:1
C -0.741 0.602 -0.585 2.618 1.933 -0.874 -0.106
C -1.491 -0.139 0.494 2.687 1.725 0.581 -0.122
C 0.030 -0.671 -0.717 3.470 0.476 0.577 -0.278
N 1.719 0.295 0.735 -1.398 -1.588 -0.603 0.010
O -0.532 -1.191 0.384 -0.868 -1.950 2.072 -0.039
O 1.670 -0.595 -0.405 -3.754 0.229 -0.292 -0.169
H -1.178 0.947 -1.478 -1.196 0.105 -0.995 0.092
H -0.003 1.424 -0.353 -1.089 -0.835 0.630 0.126
H -1.410 0.353 1.455 -0.695 -0.212 0.339 0.127
H -2.397 -0.423 0.111 -2.633 -0.807 -0.107 0.094
H -0.140 -1.306 -1.548 0.854 -0.501 -1.248 0.137
H 2.370 0.924 0.400 1.757 1.810 -0.230 0.048
H 2.102 -0.220 1.507 0.249 -0.384 0.151 0.080
```
Forces are in eV/Å.


Copy entry 1 word for word.
C3H7NO2 | wB97M-V/def2-TZVPD

Energy above the lowest of the compared OMol25 structures with the same formula, charge and spin: 0.882 eV
E_HOMO: -0.36372 hartree
Multiplicity: 1
LUMO energy: 0.6797 eV
Frontier orbital gap: 10.6 eV
Structure (SMILES): C[C@H](N)C(=O)O

```
13
Properties=species:S:1:pos:R:3:forces:R:3:lowdin_charge:R:1
C -1.320 -1.302 0.006 0.956 0.014 -0.427 -0.048
C -0.726 0.076 0.315 -0.398 0.545 0.928 -0.367
N -1.367 1.052 -0.588 0.920 0.814 0.287 0.040
C 0.797 0.039 0.280 -0.104 -0.577 -1.962 -0.485
O 1.490 -0.622 0.988 0.088 -0.080 0.512 0.129
O 1.284 0.698 -0.823 0.175 -0.311 -0.392 0.066
H -0.989 -2.067 0.711 -0.126 0.071 -0.074 0.082
H -0.958 -1.541 -1.001 -0.114 -0.291 0.115 0.088
H -2.401 -1.250 -0.072 -0.076 0.105 0.285 0.076
H -0.901 0.347 1.360 -0.364 -0.153 0.102 0.141
H -0.662 1.741 -0.864 -0.135 -0.415 -0.295 0.068
H -1.978 1.627 -0.021 -0.427 -0.173 0.019 0.070
H 2.058 0.238 -1.218 -0.393 0.452 0.901 0.139
```
Forces are in eV/Å.


What is the E_HOMO in the first record? -0.36372 hartree